Molecular formula: C30H20Br5N3O3PdSbSe4Te
Method: DFT, wB97M-V/def2-TZVPD

Positions of all 68 atoms, in Å:
Pd: 1.38 -2.24 -1.16
Br: 1.08 1.70 11.25
C: 1.12 1.26 9.40
C: 0.35 2.00 8.51
C: 0.40 1.70 7.16
C: 1.25 0.69 6.68
C: 2.01 -0.05 7.61
C: 1.95 0.24 8.96
N: 1.33 0.34 5.37
N: 0.71 0.96 4.47
C: 0.43 0.50 3.24
C: -0.23 1.40 2.38
C: -0.72 1.02 1.16
C: -0.55 -0.29 0.68
O: -1.15 -0.70 -0.42
C: 0.24 -1.20 1.45
N: 0.54 -2.41 0.90
C: 1.15 -3.33 1.64
C: 1.54 -3.10 2.95
C: 1.34 -1.85 3.49
C: 0.68 -0.85 2.76
H: -0.28 2.80 8.87
H: -0.18 2.27 6.45
H: 2.66 -0.83 7.25
H: 2.53 -0.33 9.67
H: -0.39 2.41 2.72
H: -1.27 1.71 0.54
H: 1.34 -4.28 1.16
H: 2.03 -3.88 3.50
H: 1.70 -1.61 4.47
Br: 1.44 -3.15 -8.34
C: 1.03 -3.25 -6.49
C: 0.08 -4.14 -6.03
Br: -0.76 -5.35 -7.22
C: -0.28 -4.15 -4.68
Br: -1.58 -5.33 -3.99
C: 0.28 -3.24 -3.77
O: -0.08 -3.16 -2.53
C: 1.30 -2.36 -4.26
O: 1.84 -1.53 -3.39
C: 1.66 -2.37 -5.60
Br: 2.97 -1.13 -6.15
C: -4.18 4.51 -3.91
C: -3.22 3.43 -3.49
C: -3.68 2.19 -3.10
C: -2.81 1.18 -2.70
C: -3.40 -0.15 -2.32
C: -1.42 1.45 -2.68
Te: -0.29 -0.34 -2.38
C: -0.94 2.68 -3.16
C: 0.53 2.97 -3.30
C: -1.85 3.66 -3.53
H: -5.20 4.25 -3.63
H: -4.15 4.64 -4.99
H: -3.93 5.46 -3.45
H: -4.75 1.98 -3.10
H: -4.40 -0.26 -2.74
H: -3.47 -0.25 -1.24
H: -2.82 -1.00 -2.68
H: 0.98 3.22 -2.34
H: 0.68 3.81 -3.98
H: 1.06 2.11 -3.72
H: -1.47 4.61 -3.88
Se: 4.16 -0.63 1.39
Sb: 3.49 -1.03 -0.88
Se: 3.39 -3.66 -1.14
Se: 5.23 -0.35 -2.42
Se: 1.58 0.64 -1.32

Properties
Frontier orbital gap (spin up / spin down), eV: 4.50 / 3.90
2S+1: 5
Highest occupied orbital energy (spin up / spin down), eV: -3.81 / -4.72
<S²>: 6.1309
Total energy, Eh: -24657.1014
Net charge: -1
LUMO (spin up / spin down), eV: 0.69 / -0.82
F_max, eV/A: 3.34